#one
{"formula": "H16O8", "method": "ωB97M-V with the def2-TZVPD basis set", "e_lumo_ev": 0.4, "smiles": "O.O.O.O.O.O.O.O", "multiplicity": 1, "species": ["O", "H", "H", "O", "H", "H", "O", "H", "H", "O", "H", "H", "O", "H", "H", "O", "H", "H", "O", "H", "H", "O", "H", "H"], "xyz": [[-0.5355, 0.0006, 4.5033], [-1.1455, -0.4427, 5.1050], [-1.0218, 0.8148, 4.3281], [-1.4501, 2.1269, 1.8663], [-2.1537, 2.5004, 2.4028], [-0.6926, 2.7584, 1.9301], [-0.9357, -1.5761, 0.9820], [-1.6530, -1.7601, 0.3530], [-0.8334, -2.3848, 1.4322], [1.1478, 2.5935, 1.1702], [1.7926, 3.1084, 0.6391], [1.2249, 1.6956, 0.8618], [-0.5765, -2.1923, -2.6486], [-0.7015, -2.7507, -3.4074], [0.3311, -2.2147, -2.3191], [-0.1856, 0.1879, -4.3942], [0.6588, 0.6245, -4.6113], [-0.0132, -0.4564, -3.7140], [1.9732, -1.2214, -1.7458], [1.6007, -0.5686, -1.0847], [2.6545, -1.8754, -1.4278], [0.5594, 0.3181, -0.1877], [-0.0966, 0.9079, -0.4965], [0.0515, -0.1939, 0.4632]], "lowdin_charge": [-0.062, 0.031, 0.017, -0.080, 0.027, 0.028, -0.015, 0.076, 0.035, -0.067, 0.069, -0.009, -0.060, 0.037, 0.003, -0.070, 0.043, -0.031, -0.116, 0.007, 0.073, -0.037, 0.062, 0.037]}

=====

#two
{"formula": "H16O8", "method": "ωB97M-V with the def2-TZVPD basis set", "e_lumo_ev": 0.0, "smiles": "O.O.O.O.O.O.O.O", "multiplicity": 1, "species": ["H", "H", "H", "H", "H", "H", "H", "H", "H", "H", "H", "H", "H", "H", "H", "H", "O", "O", "O", "O", "O", "O", "O", "O"], "xyz": [[0.4359, 1.1046, -1.5781], [0.3936, 1.1420, -0.0498], [0.0687, -2.1566, 3.0533], [1.3816, -1.5257, 2.5526], [-3.1146, 1.0174, 2.0249], [-3.3357, 0.7996, 3.5864], [2.8381, -3.0765, -1.9503], [1.6807, -3.4406, -1.0811], [-2.9438, 1.8284, -0.8406], [-2.2404, 2.1154, -2.1364], [1.2451, 0.8893, -4.0105], [2.6112, 1.2530, -4.7789], [0.9031, 1.6059, 2.4234], [-0.2765, 2.1103, 1.7624], [0.4854, -1.8418, 0.5232], [0.4744, -3.3611, 0.7059], [-0.1050, 1.4123, -0.8138], [0.4453, -1.3594, 2.5997], [-3.1558, 0.4050, 2.7226], [1.9216, -2.9002, -1.9253], [-2.5792, 2.5922, -1.3811], [1.6601, 1.5883, -4.5338], [0.6840, 2.3178, 1.9139], [0.5219, -2.5195, 1.2118]], "lowdin_charge": [0.050, -0.003, 0.094, 0.046, -0.007, 0.047, -0.001, 0.068, 0.057, 0.012, 0.012, 0.096, -0.032, 0.067, 0.072, 0.062, -0.060, -0.117, -0.037, -0.078, -0.087, -0.106, -0.022, -0.134]}

=====

#three
{"formula": "H16O8", "method": "ωB97M-V with the def2-TZVPD basis set", "e_lumo_ev": 0.2, "smiles": "O.O.O.O.O.O.O.O", "multiplicity": 1, "species": ["H", "H", "H", "H", "H", "H", "H", "H", "H", "H", "H", "H", "H", "H", "H", "H", "O", "O", "O", "O", "O", "O", "O", "O"], "xyz": [[1.5748, 0.2413, 1.2958], [0.0805, 0.1993, 1.5705], [3.2771, 2.3343, 1.5345], [2.1918, 1.7890, 0.6208], [-1.8446, -0.5973, 2.0701], [-2.0322, -1.9843, 1.4776], [-0.2770, 1.1111, -2.6237], [-0.7789, 2.2621, -1.7674], [-1.3057, 4.2661, -0.3179], [-2.3293, 3.1466, -0.2223], [-1.9416, -2.3495, -1.6742], [-2.2109, -3.7261, -2.2594], [1.8741, 1.4114, -2.5727], [1.3053, 0.2000, -3.2932], [1.1423, -4.0737, 4.8174], [1.5865, -3.4902, 3.4861], [0.7479, -0.1122, 0.9488], [2.3410, 2.4296, 1.3254], [-1.3729, -1.4197, 1.8964], [-0.5769, 1.3203, -1.7320], [-1.7845, 3.6260, -0.8566], [-1.7158, -2.9151, -2.4212], [1.2851, 1.1636, -3.2943], [1.0370, -4.1851, 3.8658]], "lowdin_charge": [0.007, 0.021, 0.044, 0.012, 0.039, 0.043, -0.014, -0.010, 0.054, 0.054, 0.026, 0.032, 0.058, 0.065, 0.031, 0.032, -0.063, -0.054, -0.052, -0.101, -0.048, -0.060, -0.051, -0.063]}

=====

#four
{"formula": "H16O8", "method": "ωB97M-V with the def2-TZVPD basis set", "e_lumo_ev": -0.6, "smiles": "O.O.O.O.O.O.O.O", "multiplicity": 1, "species": ["O", "H", "H", "O", "H", "H", "O", "H", "H", "O", "H", "H", "O", "H", "H", "O", "H", "H", "O", "H", "H", "O", "H", "H"], "xyz": [[3.4439, 3.9512, -13.2418], [4.3597, 4.0691, -13.4348], [3.4896, 3.7893, -12.2792], [5.4172, 2.6987, -14.8608], [5.0434, 2.0427, -15.4169], [6.3077, 2.7264, -15.2288], [8.1389, 0.2755, -13.1366], [8.4868, 1.0468, -13.6084], [8.0850, -0.4097, -13.7969], [2.7762, -0.8844, -13.8914], [2.1875, -0.5893, -14.5989], [3.6285, -0.4483, -14.0028], [5.6534, 1.7995, -9.7059], [5.6616, 1.5432, -10.6226], [5.5867, 1.0097, -9.1942], [9.5005, 0.0769, -10.7039], [10.1978, -0.5106, -10.2929], [8.8282, -0.4604, -11.1231], [5.6323, 1.0321, -12.3187], [6.5881, 0.8157, -12.3741], [5.3391, 1.3057, -13.1702], [4.4919, -1.3387, -11.4095], [3.5457, -1.1607, -11.2344], [4.9391, -0.5898, -11.8376]], "lowdin_charge": [-0.061, -0.014, 0.052, -0.019, 0.034, 0.061, -0.027, 0.080, 0.066, -0.054, 0.041, 0.013, -0.050, -0.041, 0.017, -0.088, 0.067, -0.001, -0.060, 0.041, 0.011, -0.090, 0.049, -0.027]}

=====

Relative stability in hartree, measured from the most stable structure: #one 0.0000; #two 0.1514; #three 0.0481; #four 0.0221

=====

#one
{"formula": "H16O8", "method": "ωB97M-V with the def2-TZVPD basis set", "e_lumo_ev": 0.2, "smiles": "O.O.O.O.O.O.O.O", "multiplicity": 1, "species": ["O", "H", "H", "O", "H", "H", "O", "H", "H", "O", "H", "H", "O", "H", "H", "O", "H", "H", "O", "H", "H", "O", "H", "H"], "xyz": [[1.8527, 0.8487, 2.8075], [1.3514, 1.4819, 2.3498], [2.6094, 0.6408, 2.2507], [0.2435, -1.8189, -1.9670], [-0.1968, -2.1766, -1.1655], [0.9651, -2.4102, -2.3145], [-0.9199, -2.3838, 0.0993], [-0.6747, -1.8259, 0.9047], [-1.6953, -2.9639, 0.3075], [-0.5615, -0.6315, 2.1271], [0.2600, -0.2847, 2.5197], [-0.9241, 0.1472, 1.6829], [-1.0132, 0.4366, -2.9094], [-1.5324, 0.0432, -3.5458], [-0.4036, -0.2283, -2.5380], [2.6278, -0.0682, -0.9799], [2.1826, 0.1497, -0.1443], [1.8661, -0.4465, -1.5159], [0.3582, 2.5218, 1.3525], [-0.3275, 2.3526, 0.6789], [0.2905, 3.4233, 1.7427], [-2.1634, 0.9457, -0.1936], [-1.7740, 0.4713, -0.9808], [-2.4211, 1.7757, -0.5685]], "lowdin_charge": [-0.034, -0.056, 0.054, -0.108, -0.042, 0.093, -0.070, 0.046, 0.102, -0.048, 0.030, 0.025, -0.037, 0.001, 0.001, -0.085, 0.011, 0.029, -0.054, 0.048, 0.090, -0.061, 0.038, 0.026]}

=====

#two
{"formula": "H16O8", "method": "ωB97M-V with the def2-TZVPD basis set", "e_lumo_ev": 0.1, "multiplicity": 1, "species": ["H", "H", "H", "H", "H", "H", "H", "H", "H", "H", "H", "H", "H", "H", "H", "H", "O", "O", "O", "O", "O", "O", "O", "O"], "xyz": [[-0.9967, -0.3188, -0.7999], [-1.2669, 1.0018, -0.0977], [-0.1302, 2.3759, -3.6920], [-1.3355, 3.3018, -3.6929], [0.3095, 3.0052, 2.0605], [1.2922, 4.1376, 1.8117], [1.0047, -0.4514, -1.4480], [2.2490, 0.4214, -1.4555], [-2.9362, 0.6019, 2.6212], [-2.5051, 0.8988, 4.0481], [2.3045, -2.8088, -2.0215], [3.0536, -1.9283, -1.0347], [-0.3171, -3.7836, 1.1481], [-0.8607, -4.1109, 2.5292], [0.4534, -1.5653, -0.0633], [1.1455, -0.5110, 0.7849], [-1.1765, 0.0568, 0.0693], [-0.9124, 2.6046, -4.2066], [0.4287, 3.8072, 1.5394], [1.8753, -0.3657, -1.0434], [-2.2479, 1.0442, 3.1307], [2.1936, -2.0359, -1.4564], [-0.7188, -4.4965, 1.6574], [0.3749, -0.6481, 0.2224]], "lowdin_charge": [0.059, 0.056, 0.025, 0.035, 0.029, 0.032, 0.076, 0.079, 0.033, 0.030, 0.057, 0.084, 0.018, 0.036, 0.064, 0.096, -0.090, -0.062, -0.064, -0.174, -0.063, -0.103, -0.058, -0.194]}

=====

Relative stability in hartree, measured from the most stable structure: #one 0.0000; #two 0.3633

=====

#one
{"formula": "C4H13N2O2", "method": "ωB97M-V with the def2-TZVPD basis set", "e_lumo_ev": -3.0, "charge": 1, "multiplicity": 1, "species": ["N", "C", "C", "C", "O", "C", "N", "H", "H", "H", "H", "H", "H", "H", "H", "H", "H", "H", "H", "H", "O"], "xyz": [[-1.2937, -0.7117, 0.0682], [-0.6780, 0.6594, -0.4585], [0.3110, 0.9118, 0.5392], [-0.0389, 1.0912, 2.0751], [-1.0725, 0.7366, 2.5576], [0.1014, 0.3469, -1.8873], [-0.3987, -0.9098, -2.4637], [-1.8863, -0.5377, 0.9636], [-0.5064, -1.3585, 0.2753], [-1.9912, -0.9676, -0.6457], [-1.4776, 1.4262, -0.4721], [1.2792, 0.1913, 0.5478], [0.9072, 1.8777, 0.1622], [0.7429, 1.5318, 2.6664], [-0.2379, 1.0420, -2.5423], [1.1229, 0.4693, -1.8238], [0.3087, -1.5851, -2.6057], [-1.0336, -0.7321, -3.3623], [3.3149, -1.0069, 0.1099], [2.4758, -2.2928, 0.3301], [2.4044, -1.3319, 0.1365]], "lowdin_charge": [0.185, -0.227, -0.196, -0.200, 0.062, -0.160, -0.007, 0.182, 0.164, 0.148, 0.168, 0.132, 0.179, 0.119, 0.075, 0.088, 0.055, 0.156, 0.067, 0.079, -0.070]}

=====

#two
{"formula": "C4H13N2O2", "method": "ωB97M-V with the def2-TZVPD basis set", "e_lumo_ev": -3.0, "charge": 1, "multiplicity": 1, "species": ["C", "C", "C", "C", "N", "O", "N", "H", "H", "H", "H", "H", "H", "H", "H", "H", "H", "H", "H", "H", "O"], "xyz": [[-0.3742, 0.7557, -1.1187], [0.8011, 0.7730, -0.1824], [0.5980, 0.3381, 1.3372], [-0.8346, 0.2740, 1.7672], [-1.1687, 0.9553, 2.8842], [-1.6711, -0.3830, 1.1469], [-0.9415, -0.6150, -1.3356], [-0.0675, 1.1561, -2.0813], [-1.1780, 1.3804, -0.7626], [1.2467, 1.7707, -0.1751], [1.5878, 0.1342, -0.5504], [1.1672, 1.0522, 1.9069], [1.0420, -0.6534, 1.4094], [-2.1004, 0.8683, 3.2550], [-0.5457, 1.6566, 3.2473], [-1.7618, -0.7327, -0.7347], [-1.3176, -0.6960, -2.2831], [-0.2824, -1.3659, -1.1498], [1.4669, -2.8104, -1.9894], [2.4751, -1.9277, -2.6680], [1.8587, -1.9306, -1.9229]], "lowdin_charge": [-0.146, -0.145, -0.063, -0.519, 0.199, 0.011, 0.188, 0.135, 0.132, 0.126, 0.087, 0.110, 0.130, 0.126, 0.116, 0.133, 0.174, 0.136, 0.054, 0.065, -0.047]}

=====

Relative stability in hartree, measured from the most stable structure: #one 0.1027; #two 0.0000

=====

#one
{"formula": "CH4N2O", "method": "ωB97M-V with the def2-TZVPD basis set", "e_lumo_ev": -0.5, "multiplicity": 1, "species": ["N", "C", "O", "N", "H", "H", "H", "H"], "xyz": [[1.0410, -0.5196, -0.6143], [-0.0531, 0.3232, -0.2642], [0.0632, 1.3229, 0.4299], [-1.1704, 0.1326, -1.0620], [1.1338, -1.4184, -0.1519], [1.8611, 0.0440, -0.4458], [-0.9215, -0.6102, 0.1592], [-1.9216, 0.7162, -0.6827]], "lowdin_charge": [0.103, -0.835, 0.015, 0.192, 0.088, 0.088, 0.270, 0.080]}

=====

#two
{"formula": "CH4N2O", "method": "ωB97M-V with the def2-TZVPD basis set", "e_lumo_ev": 0.9, "smiles": "[H]/N=C\\NO", "multiplicity": 1, "species": ["C", "H", "H", "H", "H", "N", "N", "O"], "xyz": [[-0.8181, 0.4109, 0.0403], [1.5400, -0.8303, 0.8140], [0.9306, 1.2742, -0.6293], [-1.3032, 1.4223, 0.2035], [-0.7013, -1.4785, -0.3299], [0.5790, 0.5493, 0.0165], [-1.4739, -0.7008, -0.0324], [1.2469, -0.6470, -0.0828]], "lowdin_charge": [-0.327, 0.107, 0.138, 0.122, 0.099, -0.114, 0.042, -0.067]}

=====

#three
{"formula": "CH4N2O", "method": "ωB97M-V with the def2-TZVPD basis set", "e_lumo_ev": 1.1, "smiles": "[H]/N=C\\ON", "multiplicity": 1, "species": ["N", "C", "O", "N", "H", "H", "H", "H"], "xyz": [[0.0059, 0.3062, -1.4350], [0.5777, -0.3831, 0.9186], [-0.3983, 0.1931, -0.0778], [-0.0010, -0.4339, 2.0023], [-0.0692, 1.2901, -1.6844], [-0.6618, -0.2277, -1.9873], [1.5128, -0.7450, 0.5193], [-0.9661, 0.0002, 1.7444]], "lowdin_charge": [0.000, -0.223, -0.235, 0.082, 0.076, 0.076, 0.113, 0.110]}

=====

Relative stability in hartree, measured from the most stable structure: #one 0.0230; #two 0.0000; #three 0.0156